1.
{"formula": "C21H31N3O5", "method": "wB97M-V/def2-TZVPD", "elements": ["C", "H", "H", "C", "H", "C", "C", "O", "O", "H", "H", "H", "O", "C", "N", "H", "C", "H", "H", "N", "H", "H", "H", "N", "H", "H", "H", "H", "H", "H", "H", "C", "H", "O", "C", "C", "C", "C", "C", "H", "C", "C", "H", "H", "H", "C", "C", "H", "H", "H", "C", "C", "H", "H", "H", "C", "O", "H", "C", "C"], "positions_angstrom": [[1.5558, 1.5336, -0.4981], [6.0497, 3.4746, 0.7983], [5.6386, 2.6443, 2.3274], [2.3746, 0.4756, -0.8777], [-3.9751, -2.5409, -1.0798], [-4.3026, 0.5226, -0.2432], [-1.2041, -1.5372, -1.0330], [-1.7199, 0.7758, -0.9472], [-6.7510, 1.8350, 0.4929], [-5.2780, 0.4093, -2.1753], [-4.9210, -1.8654, 0.2472], [6.0693, -1.2227, -1.9950], [4.4806, -0.5863, -0.9575], [-5.5549, 0.4582, -1.1216], [-3.4167, -0.6142, -0.4426], [-3.8418, 0.8214, 1.8501], [3.7295, 0.4836, -0.5288], [3.1941, -2.3934, -0.5090], [-3.7122, 1.3979, -0.5407], [1.2439, -1.7723, -0.8516], [0.1042, -0.3479, 0.2004], [-6.0054, 2.0510, 2.3396], [-5.0382, 2.8331, 1.0591], [0.9133, -2.2917, 1.9386], [-5.2811, -0.1711, 1.5661], [0.9796, -0.3049, -2.2793], [1.9246, -3.5638, -0.0743], [1.4320, 3.3974, 0.5407], [5.9121, 0.5506, -1.9440], [0.8101, -2.7852, 2.8122], [-0.8743, -1.4805, -2.0711], [-5.6183, 1.9353, 1.3251], [2.5584, -1.1189, -2.2967], [5.5619, 1.4643, 0.6211], [-4.7223, 0.6994, 1.2193], [2.2272, -2.0367, 1.3996], [4.2405, 1.5358, 0.2530], [-3.9200, -1.9435, -0.1662], [0.0340, -1.4001, -0.1254], [7.1649, 2.2715, 1.4910], [3.3975, 2.5732, 0.6292], [-0.1874, -2.1613, 1.1735], [-1.6702, -2.5024, -0.8679], [0.5211, 1.5483, -0.8075], [2.4599, -0.9663, 1.4449], [-6.3955, 1.7114, -0.8639], [1.7911, -0.6827, -1.6537], [-5.8331, 2.6021, -1.1860], [-3.2854, -2.4447, 0.5662], [-7.3375, 1.6688, -1.4148], [6.1164, 2.5306, 1.3488], [5.8154, -0.3701, -1.3638], [6.4967, -0.3318, -0.5115], [3.7742, 3.3885, 1.2257], [2.9729, -2.5837, 1.9775], [-2.1394, -0.3645, -0.7977], [-1.2810, -2.5507, 1.5431], [-6.1525, -0.4206, -0.8747], [2.0674, 2.5758, 0.2482], [2.2083, -2.5026, -0.0623]], "e_lumo_ha": 0.02583, "e_homo_ev": -8.2013, "homo_lumo_gap_ev": 8.904}

2.
{"formula": "C21H31N4O2", "method": "wB97M-V/def2-TZVPD", "elements": ["H", "H", "C", "H", "H", "H", "C", "H", "O", "H", "C", "C", "C", "C", "H", "H", "H", "C", "C", "C", "H", "C", "N", "C", "H", "H", "C", "H", "H", "H", "H", "C", "N", "C", "H", "H", "C", "H", "O", "C", "C", "H", "H", "C", "H", "H", "C", "H", "C", "N", "H", "H", "N", "H", "H", "H", "H", "C"], "positions_angstrom": [[-2.2417, -3.7795, -0.1432], [3.0427, 2.8559, -0.8828], [-0.5051, -5.1933, 1.6183], [0.0538, 3.8387, 0.9116], [1.3288, 2.3560, -2.6419], [-3.3306, 2.2588, -4.7188], [-2.7344, 1.6873, -4.0246], [-2.2078, 4.2699, -2.1596], [0.9218, -3.5941, 4.0433], [-1.6156, -3.7514, 2.8361], [1.3973, 0.1994, 3.1488], [-2.0303, -0.4369, -3.1610], [-1.8679, 3.8608, -3.1128], [-0.4185, -4.9569, 0.1019], [-2.5258, 4.2541, -3.8824], [-1.3534, -5.8298, 1.8622], [-3.4326, -0.1914, -4.7580], [-1.1629, 1.5910, -2.2381], [0.4378, -3.1995, 3.0215], [-0.7115, -3.7871, 2.2183], [0.3943, -5.6601, 2.0152], [2.3752, 1.2956, 2.7179], [0.8187, -2.0640, 2.3369], [1.9838, 2.9802, -0.6549], [3.3659, 1.0320, 3.0880], [-1.5891, 2.0445, 0.3552], [0.1484, -1.9428, 1.1310], [1.4008, 1.0374, -1.4537], [0.1712, 2.5220, 2.0765], [2.6093, -1.1218, 1.9175], [0.4226, 0.3624, 2.6844], [1.1549, 2.0901, -1.5981], [-0.8278, -2.8824, 1.0890], [-1.1597, -3.6308, -0.1072], [1.2556, 0.2393, 4.2288], [-0.8348, -3.0844, -0.9919], [0.3456, 2.7884, 1.0359], [2.1063, 2.2451, 3.1807], [0.3756, -1.0944, 0.2852], [1.9019, -1.1960, 2.7479], [2.4339, 1.4775, 1.1951], [-2.0729, -1.5141, -3.1770], [-0.8625, -5.7706, -0.4652], [-0.5302, 1.9039, 0.1333], [-0.6175, -0.3698, -1.5568], [-0.8641, 4.2320, -3.3251], [-2.7921, 0.3055, -4.0471], [2.3941, -1.6930, 3.5854], [-1.9189, 2.3603, -3.1217], [1.7546, 2.6877, 0.7392], [-0.4814, 3.2804, -1.3709], [2.0349, 0.5785, 0.7085], [-0.2834, 2.2748, -1.2828], [3.4749, 1.5923, 0.8871], [-0.2714, 0.8512, 0.2640], [0.6218, -4.8466, -0.2075], [1.7263, 4.0317, -0.8301], [-1.2088, 0.2060, -2.2516]], "charge": 1, "e_lumo_ha": -0.07807, "e_homo_ev": -11.7909, "homo_lumo_gap_ev": 9.667}

3.
{"formula": "C21H31O3Ti", "method": "wB97M-V/def2-TZVPD", "elements": ["H", "C", "O", "H", "H", "H", "C", "H", "H", "H", "H", "C", "C", "H", "C", "H", "C", "C", "C", "C", "H", "C", "C", "H", "C", "O", "H", "H", "C", "H", "H", "H", "C", "C", "H", "H", "O", "H", "C", "H", "H", "H", "H", "C", "H", "H", "H", "H", "C", "Ti", "H", "H", "C", "H", "C", "C"], "positions_angstrom": [[0.8923, -2.5606, 4.0254], [1.2393, -2.5588, -3.5274], [1.1211, -1.8352, 0.8976], [-1.4681, -0.6609, -3.7485], [2.4499, -2.8366, 3.1911], [0.9380, -1.0185, -5.0947], [0.9719, 1.9906, 2.0421], [-2.6016, 3.7513, -0.4287], [1.8315, 1.4773, -1.0819], [-2.1827, -1.8619, 0.2500], [0.6745, -3.1210, -1.5014], [0.9327, -2.2572, -2.1006], [2.0476, 1.5036, 1.2141], [0.5011, 3.6602, -0.9785], [0.3321, -1.6218, -4.3959], [-0.3403, -2.2521, -4.9753], [-1.0460, -1.9045, 2.2426], [-0.4329, -0.7800, -3.4057], [-1.6057, 0.3377, 2.7403], [-2.1686, 0.0399, 1.4440], [0.3494, 1.3433, 4.1156], [-1.8251, -1.3175, 1.1417], [2.5065, 0.2942, 1.7508], [1.0167, -3.6049, -3.7983], [-1.0094, -0.8275, 3.2425], [-0.1935, -1.3055, -2.0618], [0.0620, 3.1645, -2.6237], [2.2753, -2.3350, -3.7769], [1.3588, -2.9433, 3.1186], [-3.0785, 1.4189, -1.4044], [-0.0786, 0.2574, -3.4333], [1.0925, -4.0069, 3.1384], [1.7598, 0.0176, 2.9673], [-2.2012, 1.7268, -1.9653], [-2.3236, 2.5694, 0.8491], [-1.8354, 0.9075, -2.5412], [-0.3355, 1.1131, -0.5205], [-1.7047, 1.3101, 3.2441], [0.0854, 2.8769, -1.5789], [1.7407, -1.7678, -1.5836], [-1.0979, -2.9772, 2.4704], [2.0058, -0.7114, 3.7140], [-1.1142, 3.8535, 0.5924], [0.8780, 1.1382, 3.1663], [2.5213, 2.0421, 0.4263], [-0.5352, -0.9724, 4.2041], [3.2548, -0.3712, 1.3364], [-2.4822, 2.5373, -2.6459], [0.6486, -2.2376, 2.0467], [0.1771, -0.2067, 1.2972], [-2.9278, 0.6504, 0.9647], [0.7111, 0.8740, -2.2847], [-1.2070, 2.3172, -0.9996], [0.4751, 2.9555, 1.9264], [0.7626, 1.5475, -1.4063], [-1.8180, 3.1780, 0.1027]], "charge": -1, "spin_multiplicity": 3, "e_lumo_ha": [0.04218, 0.08591], "s_squared": 2.247, "e_homo_ev": [0.8301, -3.1425], "homo_lumo_gap_ev": [0.318, 5.480]}

4.
{"formula": "C21H31OZr", "method": "wB97M-V/def2-TZVPD", "elements": ["C", "C", "H", "H", "C", "H", "H", "H", "H", "C", "H", "C", "C", "C", "C", "O", "C", "C", "H", "H", "C", "C", "H", "H", "H", "H", "H", "H", "C", "H", "C", "H", "C", "H", "C", "C", "H", "H", "H", "C", "H", "H", "H", "H", "H", "H", "C", "H", "C", "H", "Zr", "C", "H", "H"], "positions_angstrom": [[-3.2353, -0.1346, -1.3283], [-1.6191, -1.7021, 0.0192], [-3.4287, 0.9446, -1.4044], [-2.7515, 0.0445, -5.4261], [-0.9094, 0.0612, 3.2589], [-1.6375, 4.7507, -0.3616], [-2.2479, 2.3974, 1.7498], [-2.8359, -0.4654, -2.2956], [-2.2083, -2.7647, -1.7420], [-2.2939, -0.4387, -0.2114], [-0.7075, -2.9510, -3.1745], [-0.7190, -1.8642, -3.4513], [-2.0682, 0.3900, 0.9508], [-0.2896, -2.7650, 1.9760], [-1.8596, -0.1998, -4.8469], [1.7773, -0.8622, 0.6723], [-0.0782, -0.7980, -2.7522], [-0.9089, 0.7454, -4.4334], [-3.6517, 1.3734, 2.0371], [2.1645, 2.9965, -0.1993], [-1.2165, -0.3289, 1.8546], [-1.8064, -2.9631, -0.7450], [-3.3541, 2.0279, 0.4151], [-1.2081, 4.3471, -2.0471], [-0.4304, 2.4873, 1.2584], [-0.8757, 1.1522, 3.3828], [-2.5114, -3.6437, -0.2409], [0.3404, -3.3647, 1.3008], [1.2193, 4.3882, -2.1031], [0.0581, -0.3401, 3.5952], [-1.5997, -1.5304, -4.5184], [2.6765, -0.9948, 0.3108], [-1.0103, 4.1148, -0.9959], [1.9239, 3.5688, -2.2324], [-2.8633, 1.6076, 1.3010], [1.0997, 3.1652, -0.0279], [-4.1942, -0.6515, -1.1643], [-1.2924, 3.0765, -0.8104], [1.7661, -1.2995, 1.5389], [0.4901, 4.1109, -0.8237], [-1.1459, 1.8272, -4.5492], [-1.0625, -3.4495, 2.3701], [1.7689, 5.3101, -2.2410], [0.5124, 4.3031, -2.9242], [-0.8575, -3.5038, -0.8707], [-1.6732, -0.3204, 3.9592], [0.2883, 0.2037, -3.9377], [0.3158, -2.4562, 2.8413], [0.4420, 2.0919, 0.7095], [1.1298, 1.6449, 1.4665], [-0.0394, -0.0129, -0.3715], [-0.9050, -1.6020, 1.2675], [1.1382, 0.7711, -4.4421], [-2.2355, -2.2686, -4.9900]], "charge": 1, "e_lumo_ha": [-0.14303, -0.14296], "e_homo_ev": [-10.1587, -10.1592], "homo_lumo_gap_ev": [6.267, 6.269]}

Calculated energy relative to the best compared isomer or geometry (same formula, charge and spin) in order - 2.713, 0.254, 1.217, 0.000 eV